{"formula": "C3H3O3P", "method": "ωB97M-V/def2-TZVPD", "species": ["C", "C", "C", "O", "O", "O", "P", "H", "H", "H"], "positions_angstrom": [[-1.2727, 0.3060, -0.3523], [-0.6966, -0.9394, -0.2897], [-0.7324, 1.4645, -0.1114], [-0.5655, 2.5456, 0.1826], [0.4931, -1.2263, 0.0693], [3.1233, -0.8131, -0.0743], [1.9191, -0.0192, 0.0476], [-2.4166, 0.5508, -0.4854], [-1.2393, -1.8702, -0.6006], [1.3878, 0.0013, 1.6142]], "forces_ev_per_a": [[-3.733, -0.459, -0.790], [1.477, -3.092, 0.009], [0.967, 1.616, 0.929], [0.564, 1.001, -0.024], [-1.556, 0.118, -1.161], [1.503, -1.062, -0.150], [-2.337, 1.534, 2.347], [2.210, -1.152, -0.066], [-0.141, 1.141, 0.451], [1.046, 0.355, -1.545]], "mulliken_charge": [-0.496, 0.257, 0.625, -0.230, -0.342, -0.561, 0.179, 0.243, 0.341, -0.016], "energy_ha": -683.09822, "homo_energy_ev": [-8.2, -8.2], "homo_lumo_gap_ha": [0.2710, 0.2709], "e_above_lowest_ev": 2.8307}